# 1
The following is a DFT calculation (ωB97M-V/def2-TZVPD) of a 2-piece molecular cluster, H4O2 overall.

Structure (XYZ):
```
6
Properties=species:S:1:pos:R:3:forces:R:3:lowdin_charge:R:1
H 0.170743 -0.802232 2.545734 -0.46 0.12 -2.27 0.077
H -0.005744 0.727887 -2.539232 -0.13 0.00 0.03 0.021
H 0.523554 0.091388 1.349695 0.16 0.22 -0.30 0.016
O 0.121056 0.403272 -1.642587 -2.28 -0.32 1.11 -0.102
H -0.821823 0.274107 -1.261248 2.43 0.31 -1.07 0.084
O 0.012215 -0.694421 1.547638 0.28 -0.34 2.50 -0.095
```
Forces are in eV/Å.

Results
- Molar mass: 36.0 g mol⁻¹
- Charge: 0
- HOMO level: -0.4204 Ha
- SMILES: O.O
- Energy above the lowest of the compared OMol25 structures with the same formula, charge and spin: 29.5 kJ/mol


# 2
The following is a DFT calculation (ωB97M-V/def2-TZVPD) of a 2-piece molecular cluster, H4O2 overall.

Structure (XYZ):
```
6
Properties=species:S:1:pos:R:3:forces:R:3:lowdin_charge:R:1
O -1.371629 -0.036536 -0.103961 -0.19 -0.23 0.09 -0.065
H 0.551677 -0.216955 -0.176727 -0.70 -0.01 -0.05 -0.026
H -1.112603 0.865453 0.143679 -0.42 -0.45 0.30 0.058
O 1.427113 0.102337 0.042392 0.77 -0.60 -0.08 -0.075
H -1.840934 -0.477440 0.630838 0.47 0.76 -0.40 0.067
H 1.957991 -0.697465 -0.105245 0.07 0.53 0.14 0.042
```
Forces are in eV/Å.

Results
- Molar mass: 36.0 g mol⁻¹
- Charge: 0
- HOMO level: -0.4100 Ha
- SMILES: O.O
- Energy above the lowest of the compared OMol25 structures with the same formula, charge and spin: 7.7 kJ/mol


# 3
The following is a DFT calculation (ωB97M-V/def2-TZVPD) of a 2-piece molecular cluster, H4O2 overall.

Structure (XYZ):
```
6
Properties=species:S:1:pos:R:3:forces:R:3:lowdin_charge:R:1
O -1.147974 -0.031087 -0.222292 -2.13 0.65 1.03 -0.094
H -1.095878 0.877530 0.167174 -0.06 -1.03 -0.55 0.075
H -2.085215 -0.327574 -0.000288 1.91 0.48 -0.44 0.092
H 2.187950 -0.340434 0.327603 -0.48 -0.05 -0.02 0.025
H 0.608524 -0.254746 -0.027613 1.79 0.20 -0.26 0.008
O 1.532592 0.076308 -0.244585 -1.04 -0.25 0.24 -0.106
```
Forces are in eV/Å.

Results
- Molar mass: 36.0 g mol⁻¹
- Charge: 0
- HOMO level: -0.3977 Ha
- SMILES: O.O
- Energy above the lowest of the compared OMol25 structures with the same formula, charge and spin: 18.8 kJ/mol


# 4
The following is a DFT calculation (ωB97M-V/def2-TZVPD) of a 2-piece molecular cluster, H4O2 overall.

Structure (XYZ):
```
6
Properties=species:S:1:pos:R:3:forces:R:3:lowdin_charge:R:1
H 0.322713 0.103813 -1.939105 0.02 -1.20 1.32 0.098
H 0.658624 -1.319434 -1.291543 -0.08 0.36 -0.16 0.064
O -0.368995 0.583815 1.254127 0.46 -0.57 -0.24 -0.109
H -0.137607 0.321738 0.327250 -0.27 0.19 1.09 -0.022
O 0.258005 -0.457407 -1.114962 0.19 0.69 -1.73 -0.062
H 0.044198 -0.117386 1.790074 -0.31 0.53 -0.29 0.031
```
Forces are in eV/Å.

Results
- Molar mass: 36.0 g mol⁻¹
- Charge: 0
- HOMO level: -0.3858 Ha
- SMILES: O.O
- Energy above the lowest of the compared OMol25 structures with the same formula, charge and spin: 16.4 kJ/mol


Summary of E_tot in hartree
-152.863685; -152.872009; -152.867767; -152.868673
(order as listed above)